(1)
# C24H49O25Tl

A molecular structure, C24H49O25Tl at a distorted geometry (wB97M-V/def2-TZVPD, OMol25).

Geometry (Å):
Tl: -0.29590 -1.66742 2.96140
O: -1.02928 -0.06253 0.73918
H: -0.92575 0.02245 -0.22859
C: 0.51519 1.41211 -6.01647
O: -0.24936 0.93724 -4.88221
C: -0.34359 1.72354 -3.74318
O: 0.37365 2.63079 -3.51694
O: -1.20645 1.22040 -2.84661
C: -1.56759 1.96771 -1.77224
H: 1.55526 1.17656 -5.79093
H: 0.33462 2.46200 -6.24715
H: 0.16782 0.87865 -6.90126
H: -2.27327 2.77051 -1.98585
H: -0.78497 2.59721 -1.34877
H: -1.86524 1.29874 -0.96478
C: -5.45656 -0.49311 5.51868
O: -4.21375 -0.67389 4.86372
C: -3.78662 0.13394 3.95568
O: -2.69928 -0.04084 3.46738
O: -4.76553 0.96714 3.41636
C: -4.47032 1.58755 2.16645
H: -5.65693 -1.30449 6.21841
H: -6.20144 -0.48734 4.72293
H: -5.47648 0.45255 6.06037
H: -5.39468 1.87992 1.66827
H: -3.95370 0.92949 1.46776
H: -3.74801 2.40328 2.19716
C: 0.80686 -6.14762 0.89084
O: 0.30770 -5.39110 -0.19759
C: 0.22014 -4.18077 -0.20106
O: 0.54190 -3.45366 0.73499
O: -0.40601 -3.92432 -1.28770
C: -0.93306 -2.63620 -1.55509
H: 1.44591 -6.97831 0.59137
H: 0.03370 -6.55073 1.54492
H: 1.61179 -5.63610 1.41862
H: -0.64704 -1.79598 -0.92236
H: -2.01819 -2.72327 -1.60995
H: -0.66761 -2.25755 -2.54213
C: 4.20227 -2.09516 -8.40753
O: 3.81051 -1.54410 -7.17070
C: 2.93882 -2.15764 -6.44299
O: 2.54730 -3.28048 -6.54595
O: 2.63595 -1.34523 -5.40351
C: 1.60669 -1.75830 -4.43481
H: 5.14026 -2.65036 -8.40119
H: 4.32243 -1.26279 -9.10095
H: 3.36045 -2.66863 -8.79557
H: 2.12372 -2.41170 -3.73207
H: 0.75475 -2.30764 -4.83548
H: 1.23656 -1.00605 -3.73824
C: -4.26688 -1.33365 -0.15744
O: -4.32728 -2.74046 -0.15861
C: -3.41870 -3.40320 0.63914
O: -2.64347 -2.93111 1.44371
O: -3.53476 -4.67062 0.36506
C: -3.20118 -5.52069 1.39785
H: -4.24468 -1.03266 -1.20482
H: -3.36107 -0.87737 0.24185
H: -5.08216 -0.90005 0.42170
H: -3.64837 -5.28048 2.36243
H: -2.12686 -5.50392 1.58129
H: -3.50215 -6.53687 1.14309
C: -0.48128 3.14081 1.57235
O: 0.30991 3.48141 2.68866
C: 0.49238 2.59387 3.69690
O: 0.00274 1.46511 3.78278
O: 1.25249 3.18266 4.59622
C: 1.50285 2.55490 5.82089
H: -0.85541 2.11880 1.63250
H: 0.04163 3.30399 0.62999
H: -1.23330 3.91763 1.71067
H: 2.02591 3.21838 6.50959
H: 2.17335 1.69718 5.76764
H: 0.62282 2.21749 6.36842
C: 1.69165 0.40364 -0.54323
O: 3.00368 0.01204 -0.34925
C: 3.32953 -0.40765 0.87801
O: 2.56891 -0.70569 1.77145
O: 4.60625 -0.41284 0.98511
C: 5.19359 -0.93193 2.16542
H: 1.73622 0.99961 -1.45479
H: 1.25080 0.96877 0.27799
H: 0.97174 -0.39464 -0.72371
H: 5.34294 -2.01092 2.20506
H: 4.59076 -0.83875 3.06876
H: 6.16247 -0.43283 2.18143
C: 1.70949 4.54785 -1.10002
O: 1.64784 5.49886 -0.02370
C: 2.39991 5.32284 1.10366
O: 3.20812 4.37162 1.28119
O: 2.08118 6.26337 1.95177
C: 2.30485 6.07784 3.34279
H: 1.90506 5.08691 -2.02698
H: 0.76101 4.02102 -1.20460
H: 2.40197 3.72792 -0.90953
H: 2.64986 7.00025 3.80993
H: 3.04730 5.31504 3.57732
H: 1.38101 5.79794 3.84903

Results
- Charge: +2
- Orbital gap: 1.705 eV
- Electronic energy: -81538.163 eV

---

(2)
# C24H50B2F4IN4O5P

A molecular structure, C24H50B2F4IN4O5P at a distorted geometry (wB97M-V/def2-TZVPD, OMol25).

Geometry (Å):
C: -5.66694 -1.00161 0.28523
C: -5.54688 -0.17621 -0.98606
C: -4.13893 0.29202 -1.29235
C: -3.65018 1.39258 -0.31411
C: -2.92586 0.84697 0.92866
N: -1.47551 1.16163 0.98304
C: -1.03525 2.40893 0.78990
N: -1.49283 3.54108 1.37126
P: -2.73266 3.58045 2.56786
N: -2.54527 2.61374 3.75010
B: -0.88923 4.86741 0.98295
O: -1.58688 5.64879 0.09991
O: 0.29833 5.18066 1.54887
C: 1.27647 5.93746 0.81688
N: -0.01417 2.47985 -0.09882
C: 0.64220 1.12277 -0.05868
C: 1.45979 0.94148 1.20460
C: 2.63743 1.90436 1.39569
C: 3.95699 1.19370 1.57957
I: 4.02706 0.17632 3.43464
C: 1.31690 0.77775 -1.38919
O: 2.73581 0.56253 -1.29449
C: 3.50542 1.30142 -2.14636
C: 4.57773 2.10933 -1.50284
O: 3.34702 1.25424 -3.36068
C: -0.66791 0.31679 0.06310
C: -0.54112 -1.14238 0.43385
C: -0.58168 -1.56696 1.91222
C: 0.54447 -2.53609 2.30083
C: 0.68806 -3.53146 1.18025
C: 1.56039 -4.79159 1.31586
C: 2.48144 -4.89378 0.09224
C: 1.79821 -5.63657 -1.02340
C: 2.31840 -5.12607 -2.35720
O: 1.79845 -3.81361 -2.41317
C: 1.82148 -3.09695 -3.62087
H: -4.82523 -1.67939 0.40008
H: -6.57990 -1.58744 0.29175
H: -5.70103 -0.37588 1.17704
H: -6.23872 0.66492 -0.94957
H: -5.88520 -0.79892 -1.81045
H: -3.45851 -0.55982 -1.27564
H: -4.13534 0.72492 -2.28698
H: -2.99937 2.05134 -0.88313
H: -4.54568 1.91049 0.02080
H: -3.01708 -0.23200 0.96287
H: -3.41338 1.18301 1.83729
H: -2.70465 4.94994 2.84260
H: -3.87413 3.35174 1.81468
H: -2.42047 3.04972 4.65033
H: -1.85049 6.50140 0.44840
H: 1.08373 5.90784 -0.24891
H: 2.24500 5.51986 1.05753
H: 1.26557 6.97236 1.13861
H: 0.68655 3.18367 0.10786
H: 0.79954 1.03886 2.06112
H: 1.81800 -0.08437 1.23144
H: 2.73231 2.51633 0.50035
H: 2.48255 2.50828 2.28437
H: 4.15427 0.49882 0.77498
H: 4.77427 1.90295 1.61579
H: 1.13487 1.55075 -2.12690
H: 0.89371 -0.16172 -1.73726
H: 5.38951 1.47117 -1.16648
H: 4.23359 2.69468 -0.66142
H: 4.96160 2.78127 -2.25995
H: -1.07885 0.34767 -0.95054
H: 0.34499 -1.51056 -0.06491
H: -1.37157 -1.63680 -0.06331
H: -0.56712 -0.70108 2.57171
H: -1.52414 -2.07445 2.10004
H: 0.28035 -3.00918 3.24476
H: 1.49736 -2.03311 2.47879
H: 1.05227 -3.01924 0.30129
H: -0.30786 -3.90298 0.93769
H: 2.15334 -4.80114 2.22956
H: 0.88943 -5.64299 1.39268
H: 2.69577 -3.90281 -0.29541
H: 3.44320 -5.32099 0.37406
H: 1.83436 -6.72198 -0.96104
H: 0.74918 -5.35032 -0.98308
H: 3.41047 -5.03741 -2.37367
H: 2.02923 -5.76707 -3.19136
H: 2.77279 -3.15602 -4.15392
H: 1.64763 -2.05813 -3.36640
H: 1.02038 -3.39211 -4.29733
B: -1.06156 -0.61226 -2.39121
F: -0.11749 -0.42277 -1.34043
F: -2.00243 0.42008 -2.35745
F: -0.39202 -0.60621 -3.61766
F: -1.70434 -1.84191 -2.21339

Results
- Orbital gap: 8.041 eV
- Electronic energy: -71506.711 eV

---

(3)
# C24H50B3F8N6O4

8 unconnected molecules or ions with the total composition C24H50B3F8N6O4 at a distorted geometry (wB97M-V/def2-TZVPD, OMol25).

Geometry (Å):
B: 16.19941 17.69738 9.44279
H: 15.13918 17.68862 8.89290
H: 17.11517 18.01609 8.75225
H: 16.09868 18.40359 10.38948
H: 16.44137 16.58057 9.78365
C: 13.67658 17.08632 6.11823
C: 14.92879 16.44659 5.64106
O: 15.18860 16.12460 4.53630
N: 16.00416 16.21280 6.70332
H: 16.87379 16.60184 6.32532
H: 15.77469 16.85873 7.48090
C: 16.13963 14.80206 7.13627
H: 12.93571 17.09103 5.31966
H: 13.83634 18.11070 6.46098
H: 13.15624 16.46638 6.86141
H: 17.04555 14.76188 7.73456
H: 16.13545 14.14490 6.27313
H: 15.30786 14.55321 7.79213
C: 14.59397 19.55397 14.80773
C: 15.45332 18.60686 14.01248
O: 15.92848 18.82283 12.94961
N: 16.01025 17.48532 14.87739
H: 15.23165 17.08745 15.41295
H: 16.28686 16.62269 14.38125
C: 17.13157 17.94963 15.76494
H: 15.10453 20.45081 15.14254
H: 14.13712 19.02992 15.65256
H: 13.69978 19.77462 14.22045
H: 17.06673 17.48608 16.74508
H: 17.03977 19.01723 15.96025
H: 18.07246 17.76009 15.26049
C: 20.31132 15.06714 9.32164
C: 19.97079 16.48522 9.65021
O: 20.58572 17.43494 9.34803
N: 18.77422 16.67615 10.56534
H: 17.95523 16.87103 9.94588
H: 18.50978 15.76154 10.94618
C: 18.97375 17.70026 11.63069
H: 21.35070 15.08626 8.99603
H: 19.73535 14.69076 8.47332
H: 20.23589 14.35572 10.14315
H: 17.99191 17.95624 12.02093
H: 19.46145 18.59544 11.25120
H: 19.69348 17.26481 12.31880
C: 16.71341 21.92635 10.75935
C: 16.60314 21.80074 9.27575
O: 17.07820 22.52600 8.47623
N: 15.87446 20.59153 8.75602
H: 15.98414 20.48141 7.73847
H: 16.14957 19.62921 8.99633
C: 14.40264 20.67838 9.07795
H: 17.27757 21.10466 11.20220
H: 15.73653 22.03264 11.23478
H: 17.24771 22.83907 11.01540
H: 14.33191 20.54463 10.15161
H: 13.90471 19.92282 8.47564
H: 14.03620 21.62655 8.69076
C: 13.32766 17.16508 11.09551
N: 12.95908 15.74957 10.77593
C: 13.90490 14.82810 10.52251
C: 13.54898 13.56840 10.10006
C: 12.20562 13.17710 10.07635
C: 11.27304 14.17111 10.35498
C: 11.65211 15.46386 10.63277
C: 11.83364 11.79844 9.66862
C: 10.70780 11.60249 8.86405
C: 10.40322 10.33463 8.41924
N: 11.22716 9.30339 8.63748
C: 12.42394 9.53995 9.21459
C: 12.65932 10.70100 9.91720
C: 10.91646 7.94550 8.12691
H: 14.40919 17.16434 11.22063
H: 12.87729 17.33023 12.07001
H: 13.07569 17.78224 10.24049
H: 14.92543 15.19323 10.48710
H: 14.33182 12.93022 9.71221
H: 10.22611 13.99095 10.14491
H: 10.99002 16.31777 10.64720
H: 10.04577 12.41474 8.60492
H: 9.51257 10.11660 7.84352
H: 13.03642 8.66374 9.38331
H: 13.59604 10.79330 10.44959
H: 10.97027 7.97615 7.04060
H: 9.89302 7.75977 8.44877
H: 11.56468 7.17205 8.52120
B: 17.30168 14.73165 12.68327
F: 16.47490 15.80707 12.34926
F: 18.50144 15.11657 13.29551
F: 16.63203 13.90448 13.58421
F: 17.62464 14.01038 11.49884
B: 15.14400 19.87186 5.69914
F: 15.90076 18.90936 6.52453
F: 15.05817 19.47363 4.40409
F: 13.86230 19.91214 6.30761
F: 15.80762 21.07966 5.89415

Results
- Charge: +3
- Orbital gap: 7.490 eV
- Electronic energy: -66584.093 eV

---

(4)
# C24H50BNO9S

2 unconnected molecules or ions with the total composition C24H50BNO9S at a distorted geometry (wB97M-V/def2-TZVPD, OMol25).

Geometry (Å):
C: -0.66371 -3.23660 2.30902
C: -0.78919 -1.56908 2.34829
C: -0.73630 -0.88997 0.85058
C: -1.93603 0.22273 0.78514
C: 0.73187 -0.40798 0.34374
C: 1.19995 -0.85068 -1.19975
C: 1.07083 -2.43662 -1.52493
C: -0.27705 -2.94289 -2.28102
C: -1.34776 -1.80201 -2.73537
C: -2.79909 -2.59752 -2.97836
C: -3.50322 -2.65371 -1.47225
C: -5.12489 -2.89144 -1.50681
C: -5.95089 -1.80948 -0.53569
C: -5.76435 -0.24555 -1.01736
C: -7.09160 0.69080 -0.77456
O: -7.62763 0.53886 0.59248
C: -8.16177 1.87370 0.99619
O: 1.62827 -1.28833 1.16680
S: 3.17157 -0.65765 1.55323
O: 4.30565 -1.29131 0.69467
O: 3.62087 -0.94197 3.00590
O: 2.76642 0.95496 1.09606
C: 1.33407 1.07340 0.65555
C: 0.73488 2.01860 1.84901
C: 1.05041 1.43728 3.38585
N: -0.01288 1.36157 4.25096
C: 1.54976 2.15415 -0.60316
B: 0.14394 2.73193 -1.22426
O: -0.29422 2.35388 -2.59411
O: -0.75261 3.69640 -0.49438
H: -1.46445 -3.64897 3.08136
H: -0.90275 -3.67066 1.24664
H: 0.38703 -3.52924 2.73630
H: -1.89414 -1.37061 2.75448
H: -0.06889 -1.09548 3.13539
H: -1.07899 -1.76275 0.10955
H: -2.95662 -0.39820 0.78593
H: -1.96955 0.86172 -0.20230
H: -2.00565 0.88981 1.77269
H: 2.36837 -0.59957 -1.22002
H: 0.72488 -0.11919 -1.98906
H: 1.98327 -2.70886 -2.24610
H: 1.22209 -3.15930 -0.58705
H: -0.85171 -3.67126 -1.52960
H: 0.01676 -3.64243 -3.20244
H: -1.48264 -0.90249 -1.99908
H: -1.02508 -1.44863 -3.82917
H: -3.46963 -2.08747 -3.79040
H: -2.53166 -3.73289 -3.23045
H: -2.95782 -3.41956 -0.74539
H: -3.31944 -1.58812 -1.00296
H: -5.57879 -2.93580 -2.59330
H: -5.31960 -3.95092 -0.99432
H: -7.10218 -2.05823 -0.61451
H: -5.66895 -1.94176 0.60613
H: -4.90755 0.21186 -0.32902
H: -5.33489 -0.17856 -2.12839
H: -7.91102 0.51495 -1.60914
H: -6.71574 1.82126 -0.85110
H: -8.63449 2.37401 0.02779
H: -9.02907 1.77966 1.80154
H: -7.30437 2.58615 1.42286
H: 1.35476 3.03884 1.80714
H: -0.38884 2.34539 1.71186
H: 2.14035 1.09055 3.71789
H: 0.29526 0.98317 5.18983
H: 2.15334 3.10873 -0.21480
H: 2.25306 1.70456 -1.45675
H: 0.42519 2.77012 -3.18886
H: -0.25999 4.56335 -0.32715
C: 7.18689 3.66469 1.09428
O: 7.64455 2.39303 1.54127
C: 6.65744 1.37144 1.36999
C: 6.96445 0.50100 0.14537
O: 6.82102 1.24603 -1.06746
C: 8.07691 1.64235 -1.60772
H: 8.04269 4.34427 1.05815
H: 6.74542 3.60988 0.09525
H: 6.45268 4.06259 1.80204
H: 5.65217 1.80527 1.30271
H: 6.69170 0.74265 2.26569
H: 6.23745 -0.31460 0.10583
H: 7.96632 0.06055 0.21745
H: 8.58152 0.77524 -2.04365
H: 8.71854 2.10067 -0.84935
H: 7.89511 2.37629 -2.39731

Results
- SMILES: [H]/N=C/C[C@@]1(CB(O)O)OS(=O)(=O)O[C@@]1(CCCCCCCCCCOC)[C@H](C)CC.COCCOC
- Orbital gap: 8.808 eV
- Electronic energy: -57116.040 eV

---

(5)
# C24H50BrN6O4

A gas-phase ion, C24H50BrN6O4 (charge +1) at a distorted geometry (wB97M-V/def2-TZVPD, OMol25).

Geometry (Å):
C: 0.14333 -5.45866 2.56513
C: 0.83473 -4.03048 2.25256
C: -0.02093 -3.17882 1.20277
C: 0.87452 -2.10765 0.35823
C: 0.28123 -0.66772 0.70045
N: -1.14566 -0.34988 0.41929
O: -1.54622 -0.30459 -0.90212
C: -2.02083 -1.59182 -1.38328
C: -2.81763 -1.31731 -2.77454
N: -2.12092 -1.85451 -3.96746
C: -2.16872 -3.33839 -4.02697
C: -1.44081 -3.97499 -5.29135
C: 0.08108 -3.52327 -5.49158
O: -1.45035 -5.42674 -5.06424
C: -1.16771 1.12369 0.73953
N: -2.38469 1.62366 0.88348
C: -2.59182 3.07558 1.15485
C: -4.19087 3.34048 1.00376
C: -4.74294 4.08384 2.31405
O: -4.79171 3.07381 3.37258
N: 0.14621 1.73819 0.79573
C: 0.54241 2.45078 2.04822
C: 1.52513 3.66786 1.58601
N: 2.69813 3.64843 2.51101
C: 2.47002 4.71642 3.56734
C: 3.06510 4.15526 4.96888
C: 3.95958 3.95764 1.81404
C: 5.28273 3.16987 2.28449
O: 4.06636 4.81877 0.90246
C: 1.06329 0.65709 0.28423
Br: 2.90763 0.50546 0.99528
C: 1.27244 1.02041 -1.26255
C: 1.78539 -0.18547 -2.17984
C: 2.37560 0.27699 -3.58986
N: 1.24721 0.27598 -4.59096
H: -0.91296 -5.55474 2.15767
H: 0.15962 -5.64817 3.69854
H: 0.79822 -6.25643 2.05818
H: 1.89184 -4.17762 1.85853
H: 0.94037 -3.43864 3.23571
H: -0.65867 -3.83112 0.50082
H: -0.79266 -2.58003 1.81822
H: 1.95412 -2.25003 0.72137
H: 0.86380 -2.36351 -0.74900
H: 0.34975 -0.62043 1.85315
H: -2.74611 -2.07473 -0.65324
H: -1.11597 -2.22552 -1.65027
H: -2.97904 -0.19551 -2.96059
H: -3.84427 -1.80789 -2.72176
H: -1.17141 -1.47879 -4.08309
H: -3.28283 -3.62101 -4.11851
H: -1.75548 -3.84331 -3.08135
H: -2.01979 -3.83466 -6.27760
H: 0.52738 -3.31801 -4.46467
H: 0.08194 -2.59850 -6.17589
H: 0.73149 -4.31431 -6.01494
H: -0.66842 -5.83452 -5.48263
H: -3.16465 0.94713 0.79500
H: -2.37066 3.27484 2.26765
H: -1.97292 3.74932 0.47638
H: -4.77952 2.35168 0.93369
H: -4.43439 3.89459 0.02552
H: -3.97974 4.86324 2.63741
H: -5.78588 4.49023 2.12603
H: -3.99719 3.17286 3.94662
H: 1.04191 1.77489 2.83066
H: -0.32571 2.96006 2.59005
H: 1.90469 3.38864 0.55070
H: 0.98571 4.66615 1.51391
H: 1.33644 4.85255 3.65708
H: 3.01172 5.65005 3.19855
H: 4.01632 4.72970 5.20171
H: 3.31655 3.04462 4.81874
H: 2.24657 4.27852 5.75044
H: 5.88277 2.75623 1.41498
H: 5.00680 2.26833 2.94391
H: 5.90185 3.87143 2.93775
H: 0.35153 1.51243 -1.74109
H: 2.09582 1.82720 -1.29970
H: 2.61343 -0.73860 -1.61139
H: 0.90268 -0.89806 -2.36601
H: 3.21830 -0.43747 -3.87908
H: 2.80655 1.33865 -3.58594
H: 0.42526 0.69223 -4.11205
H: 1.48078 0.90655 -5.38013

Results
- Charge: +1
- SMILES: CCCC[C@@H]1N(OCCNC[C@@H](C)O)C(NCCCO)=[N+](CCN(CC)C(C)=O)[C@]1(Br)CCCN
- Orbital gap: 7.728 eV
- Electronic energy: -112858.290 eV